ORCA calculation (the ωB97M-V functional and the def2-TZVPD basis) on 2 unconnected molecules or ions with the total composition C3H5NO2.

As for the HOMO energy: -9.102 eV. The lowest unoccupied orbital energy comes out at -0.865 eV. The total energy is -8773.796 eV. The energy above the lowest of the compared OMol25 structures with the same formula, charge and spin is 89.9 kcal/mol.

```
11
C3H5NO2 | the Open Molecules 2025 dataset | the ωB97M-V functional and the def2-TZVPD basis
C 1.8334 -0.5521 1.1539
C -0.9357 1.0235 0.2697
C -0.0806 0.0781 -0.6253
N 1.9698 -1.5580 1.6689
O -0.2279 -1.1910 -0.3312
O 0.3321 0.4391 -1.7811
H -0.8389 2.0818 0.0150
H -0.6914 0.7325 1.2489
H -1.9971 0.7929 0.2231
H -0.0187 -1.6101 0.5025
H 0.6551 -0.2367 -2.3444
```